{"formula": "C21H23N3O3", "method": "ωB97M-V/def2-TZVPD", "elements": ["O", "O", "O", "N", "N", "N", "C", "C", "C", "C", "C", "C", "C", "C", "C", "C", "C", "C", "C", "C", "C", "C", "C", "C", "C", "C", "C", "H", "H", "H", "H", "H", "H", "H", "H", "H", "H", "H", "H", "H", "H", "H", "H", "H", "H", "H", "H", "H", "H", "H"], "xyz": [[-4.5712, 0.8624, -1.3181], [5.6897, 1.2790, 0.3644], [3.1855, -2.0619, -1.6511], [-0.9100, 2.1019, 0.0031], [3.7903, 0.0831, -1.3377], [-2.3420, 0.3977, 0.1623], [-3.5276, -1.3008, 1.3999], [1.0740, 0.7478, -0.6947], [-2.1309, 1.7542, 0.2763], [-5.6802, 1.1069, -2.1489], [-1.1378, -0.1486, -0.2125], [-3.1941, 2.6878, 0.7137], [5.2886, 1.1798, 1.7152], [5.4234, -1.0336, 0.8940], [-5.8228, -0.8229, -0.0755], [0.5826, -1.6216, -0.8499], [-5.8163, -1.7882, 0.9182], [2.8818, -0.9210, -1.3406], [-3.5216, -0.3253, 0.4151], [-4.6776, -0.0849, -0.3477], [-0.7334, -1.4454, -0.4847], [5.9321, -0.0264, -0.1554], [-4.6728, -2.0353, 1.6539], [5.2011, -0.1502, -1.5028], [1.4881, -0.5520, -0.9543], [4.5889, -0.1718, 1.8423], [-0.2468, 0.9449, -0.3201], [-6.7165, -2.3521, 1.1097], [7.0105, -0.1471, -0.3319], [-3.8864, 2.8756, -0.1055], [0.9608, -2.6076, -1.0734], [3.5580, -0.1014, 1.4927], [-2.6240, -1.4739, 1.9652], [4.5894, -0.5429, 2.8645], [-6.5343, 1.4862, -1.5784], [4.6454, 2.0339, 1.9359], [-6.7254, -0.6584, -0.6420], [4.8424, -1.8274, 0.4308], [6.2638, -1.4798, 1.4258], [5.3302, -1.1544, -1.9104], [5.6092, 0.5882, -2.1990], [-1.4184, -2.2773, -0.4154], [-5.3530, 1.8673, -2.8563], [-4.6694, -2.7921, 2.4224], [3.5555, 0.9815, -0.9484], [1.7179, 1.6084, -0.7841], [6.1708, 1.2189, 2.3717], [-2.7370, 3.6264, 1.0116], [-5.9772, 0.2079, -2.6972], [-3.7533, 2.2646, 1.5473]], "de_lowest_kj_mol": 169.7, "smiles": "COc1ccccc1-n1c(C)nc2cc(C(=O)NC[C@@H]3CCCO3)ccc21", "max_force_ev_per_a": 0.82, "multiplicity": 1, "homo_ev": -8.426, "gap_ev": 9.0}